# 1
Computed, not measured: the molecule C19H17BrN6O3, with wB97M-V/def2-TZVPD.

SMILES ... CCOC(=O)c1nn(-c2ccccc2)c(C#N)c1NC(=O)c1nn(CC)cc1Br
Energy ... -3862.50175 hartree
E_LUMO ... -0.1 eV

The geometry in ORCA input format:
```
! wB97M-V def2-TZVPD RIJCOSX def2/J DEFGRID3
* xyz 0 1
C -1.560 4.132 0.649
C -1.033 3.084 1.610
O -0.943 1.838 0.914
C -0.589 0.786 1.651
O -0.328 0.850 2.829
C -0.570 -0.457 0.868
N -1.155 -0.543 -0.319
N -1.066 -1.790 -0.725
C -1.633 -2.168 -1.951
C -1.248 -3.332 -2.606
C -1.841 -3.662 -3.812
C -2.803 -2.837 -4.371
C -3.172 -1.669 -3.722
C -2.592 -1.331 -2.515
C -0.408 -2.567 0.195
C -0.190 -3.944 0.133
N 0.015 -5.074 0.173
C -0.056 -1.722 1.254
N 0.618 -2.093 2.393
C 1.593 -1.403 3.078
O 2.006 -1.813 4.137
C 2.130 -0.213 2.403
N 2.184 -0.090 1.081
N 2.748 1.077 0.823
C 2.914 1.519 -0.537
C 1.824 2.510 -0.935
C 3.065 1.742 1.951
C 2.693 0.931 3.003
Br 2.870 1.314 4.820
H -1.638 5.087 1.160
H -0.891 4.236 -0.201
H -2.541 3.842 0.284
H -0.039 3.349 1.989
H -1.697 2.960 2.472
H -0.489 -3.974 -2.189
H -1.544 -4.568 -4.316
H -3.261 -3.102 -5.311
H -3.918 -1.021 -4.156
H -2.864 -0.427 -1.993
H 0.439 -3.024 2.752
H 2.860 0.626 -1.163
H 3.903 1.974 -0.640
H 1.953 2.796 -1.975
H 0.842 2.059 -0.814
H 1.880 3.404 -0.319
H 3.531 2.706 1.949
*
```



# 2
Computed, not measured: the molecule C19H17Cl2N3O5S, with wB97M-V/def2-TZVPD.

SMILES ... Cc1onc(-c2c(Cl)cccc2Cl)c1C(=O)N[C@@H]1C(=O)N2[C@@H]1SC(C)(C)[C@@H]2C(=O)O
Energy ... -2593.29544 hartree
Energy relative to the best compared isomer or geometry (same formula, charge and spin) ... 0.0 kJ/mol
E_LUMO ... 0.4 eV

The geometry in ORCA input format:
```
! wB97M-V def2-TZVPD RIJCOSX def2/J DEFGRID3
* xyz 0 1
C 3.153 4.375 -2.470
C 3.300 3.282 -1.487
O 4.520 2.857 -1.146
N 4.423 1.854 -0.242
C 3.155 1.645 -0.022
C 2.680 0.641 0.941
C 2.191 1.041 2.187
Cl 2.187 2.717 2.580
C 1.701 0.115 3.093
C 1.701 -1.228 2.758
C 2.184 -1.653 1.532
C 2.671 -0.719 0.630
Cl 3.239 -1.230 -0.915
C 2.359 2.539 -0.805
C 0.897 2.670 -0.900
O 0.337 3.623 -1.404
N 0.222 1.612 -0.374
C -1.196 1.514 -0.377
C -1.817 0.907 0.899
O -1.742 1.093 2.077
N -2.479 -0.042 0.162
C -1.811 0.274 -1.074
S -0.684 -1.142 -1.318
C -1.905 -2.299 -0.511
C -1.131 -3.357 0.258
C -2.737 -2.928 -1.623
C -2.756 -1.417 0.461
C -4.248 -1.701 0.320
O -5.011 -1.066 -0.348
O -4.607 -2.756 1.056
H 2.098 4.610 -2.578
H 3.694 5.256 -2.131
H 3.568 4.074 -3.430
H 1.321 0.448 4.044
H 1.322 -1.953 3.462
H 2.188 -2.697 1.266
H 0.734 0.811 -0.034
H -1.610 2.472 -0.700
H -2.449 0.420 -1.946
H -0.518 -3.940 -0.426
H -0.480 -2.893 0.996
H -1.824 -4.026 0.765
H -3.324 -2.177 -2.147
H -3.410 -3.683 -1.220
H -2.074 -3.409 -2.340
H -2.473 -1.617 1.501
H -5.561 -2.920 0.979
*
```



# 3
Computed, not measured: a structure of composition C19H17F5N4O5S3TeW, with wB97M-V/def2-TZVPD.

Energy ... -3358.32978 hartree
E_LUMO ... -3.4 eV

The geometry in ORCA input format:
```
! wB97M-V def2-TZVPD RIJCOSX def2/J DEFGRID3
* xyz 0 1
W 10.236 -11.702 -7.925
S 4.736 -9.711 -8.675
C 5.665 -8.396 -8.555
C 5.304 -7.638 -7.452
N 5.086 -7.016 -6.479
C 6.772 -7.967 -9.339
S 7.695 -8.696 -10.525
C 7.392 -6.791 -8.900
N 7.789 -5.794 -8.449
C 16.964 -13.176 -14.012
C 15.957 -12.811 -12.990
C 14.630 -12.684 -13.406
C 13.631 -12.336 -12.516
C 13.967 -11.937 -11.203
C 15.296 -12.151 -10.766
C 16.316 -12.500 -11.668
S 12.675 -11.047 -10.218
O 13.257 -9.808 -9.596
O 11.614 -10.683 -11.156
N 12.145 -12.117 -9.059
C 12.877 -13.405 -8.930
C 12.213 -14.153 -7.825
O 12.485 -15.325 -7.587
O 11.259 -13.373 -7.193
H 16.638 -14.014 -14.592
H 17.915 -13.410 -13.525
H 17.112 -12.381 -14.718
H 14.320 -12.846 -14.433
H 12.609 -12.345 -12.909
H 15.581 -11.999 -9.705
H 17.351 -12.588 -11.329
H 13.981 -13.279 -8.812
H 12.784 -13.905 -9.924
C 8.664 -11.855 -11.244
C 8.165 -12.802 -10.219
C 7.003 -13.561 -10.382
C 6.765 -14.294 -9.176
C 7.891 -14.031 -8.370
C 8.278 -14.538 -7.011
N 8.733 -13.108 -9.047
H 8.667 -12.388 -12.177
H 9.642 -11.366 -11.046
H 7.929 -11.021 -11.385
H 6.377 -13.591 -11.251
H 5.899 -14.924 -8.950
H 7.912 -15.540 -6.921
H 7.918 -13.902 -6.197
H 9.380 -14.495 -6.895
F 12.664 -5.832 -8.271
Te 12.323 -7.528 -7.667
F 13.889 -7.633 -6.620
F 10.998 -7.079 -6.395
F 8.899 -11.576 -6.517
F 11.146 -10.345 -6.771
O 9.721 -10.547 -9.116
*
```



# 4
Computed, not measured: the molecule C19H17FN6O2, with wB97M-V/def2-TZVPD.

SMILES ... O=C(CCc1nnc2ccc(NCc3ccco3)nn12)Nc1cccc(F)c1
Energy ... -1313.10169 hartree
Energy relative to the best compared isomer or geometry (same formula, charge and spin) ... 6.0 kJ/mol
E_LUMO ... 0.4 eV

The geometry in ORCA input format:
```
! wB97M-V def2-TZVPD RIJCOSX def2/J DEFGRID3
* xyz 0 1
O -1.773 -1.658 1.407
C -1.537 -2.147 0.328
C -2.615 -2.733 -0.567
C -3.131 -1.655 -1.540
C -3.656 -0.503 -0.768
N -4.870 -0.351 -0.289
N -4.926 0.764 0.427
C -3.731 1.318 0.404
C -3.188 2.480 0.991
C -1.885 2.756 0.737
C -1.119 1.891 -0.119
N 0.149 2.237 -0.431
C 1.008 1.391 -1.222
C 2.436 1.535 -0.811
C 3.595 1.298 -1.488
C 4.647 1.590 -0.585
C 4.049 1.984 0.569
O 2.709 1.956 0.443
N -1.609 0.798 -0.657
N -2.886 0.537 -0.365
N -0.290 -2.210 -0.233
C 0.931 -1.802 0.304
C 1.048 -1.193 1.552
C 2.294 -0.842 2.036
C 3.443 -1.078 1.301
C 3.306 -1.662 0.056
F 4.408 -1.890 -0.691
C 2.079 -2.030 -0.455
H -3.443 -3.049 0.068
H -2.239 -3.592 -1.125
H -2.323 -1.307 -2.187
H -3.935 -2.073 -2.147
H -3.812 3.096 1.616
H -1.399 3.622 1.158
H 0.583 2.981 0.090
H 0.913 1.638 -2.288
H 0.669 0.356 -1.090
H 3.692 0.956 -2.497
H 5.697 1.511 -0.776
H 4.443 2.306 1.512
H -0.225 -2.631 -1.150
H 0.162 -1.009 2.135
H 2.370 -0.378 3.007
H 4.421 -0.816 1.669
H 2.025 -2.492 -1.430
*
```



# 5
Computed, not measured: a structure of composition C19H17GeNiO9P2S, with wB97M-V/def2-TZVPD.

Energy ... -6077.97584 hartree
Energy relative to the best compared isomer or geometry (same formula, charge and spin) ... 31.7 kJ/mol
E_LUMO (alpha / beta) ... 2.6 / 2.6 eV

The geometry in ORCA input format:
```
! wB97M-V def2-TZVPD RIJCOSX def2/J DEFGRID3
* xyz -1 3
Ni -0.816 -0.655 -2.213
O -4.585 -2.394 -1.637
P -3.054 -2.100 -1.266
O -2.745 -2.497 0.124
O -2.744 -0.686 -1.739
O -2.261 -3.118 -2.290
P -1.309 -2.941 -3.595
O 0.189 -2.975 -2.966
O -1.514 -4.052 -4.531
O -1.413 -1.461 -3.954
H -4.884 -3.149 -1.127
H 0.582 -3.846 -3.059
O 1.971 2.190 -1.911
C 1.421 1.149 -1.604
O 0.161 0.927 -1.750
C 2.267 0.034 -0.989
C 3.645 0.236 -1.028
C 4.534 -0.686 -0.504
C 4.053 -1.846 0.080
C 2.687 -2.061 0.139
C 1.786 -1.131 -0.380
S 0.072 -1.607 -0.171
H 3.989 1.153 -1.483
H 5.599 -0.497 -0.551
H 4.732 -2.580 0.492
H 2.296 -2.955 0.603
Ge -0.627 -0.154 1.440
C -2.158 0.924 1.017
C -3.262 0.764 1.854
C -4.400 1.540 1.687
C -4.447 2.483 0.674
C -3.358 2.645 -0.170
C -2.221 1.871 -0.005
C 0.939 0.886 1.877
C 1.975 0.281 2.592
C 3.141 0.968 2.880
C 3.288 2.283 2.456
C 2.265 2.900 1.756
C 1.095 2.207 1.473
H -0.990 -1.065 2.620
H -3.247 0.013 2.635
H -5.251 1.398 2.341
H -5.337 3.083 0.533
H -3.398 3.366 -0.974
H -1.387 1.991 -0.684
H 1.881 -0.750 2.914
H 3.938 0.475 3.422
H 4.203 2.821 2.664
H 2.382 3.917 1.408
H 0.319 2.701 0.902
*
```



# 6
Computed, not measured: a structure of composition C19H17N3O2, with wB97M-V/def2-TZVPD.

Energy ... -1048.46680 hartree
Energy relative to the best compared isomer or geometry (same formula, charge and spin) ... 1530.5 kJ/mol
E_LUMO ... -0.1 eV

The geometry in ORCA input format:
```
! wB97M-V def2-TZVPD RIJCOSX def2/J DEFGRID3
* xyz 0 1
C -0.723 4.300 -1.926
C 0.536 4.241 -2.502
C 1.213 5.373 -2.783
C 2.429 5.587 -3.380
C 2.878 4.526 -3.794
C 2.488 3.334 -3.591
C 1.343 3.342 -2.901
N 0.539 1.891 -2.903
C 0.143 1.414 -1.721
O 0.170 1.988 -0.513
N -0.251 0.054 -1.893
N -0.646 -0.526 -0.712
C -0.436 -1.739 -0.381
O 0.213 -2.498 -1.463
C -0.563 -2.461 0.816
C -1.196 -1.885 1.856
C -1.490 -2.529 3.210
C -2.282 -2.061 4.103
C -2.501 -2.931 5.226
C -1.584 -3.931 5.527
C -0.923 -4.403 4.510
C -0.498 -3.753 3.272
C 0.264 -4.350 2.288
C 0.476 -3.611 1.148
H 0.801 -4.153 0.143
H 0.712 -5.258 2.571
H -0.357 -5.204 4.896
H -1.793 -4.568 6.383
H -3.034 -2.303 6.033
H -2.877 -1.232 3.926
H -1.912 -1.184 1.542
H -0.743 0.141 0.183
H -0.023 -0.577 -2.433
H 0.734 1.338 -3.508
H 2.920 2.380 -3.933
H 4.159 4.309 -4.414
H 2.810 6.519 -3.644
H 0.997 6.485 -2.395
H -1.395 3.623 -2.569
H -0.563 3.993 -1.072
H -1.136 5.333 -1.843
*
```



# 7
Computed, not measured: the molecule C19H17N3O2S, with wB97M-V/def2-TZVPD.

SMILES ... Cc1ccccc1CSc1nnc(-c2ccco2)n1Cc1ccco1
Energy ... -1447.11674 hartree
Energy relative to the best compared isomer or geometry (same formula, charge and spin) ... 149.6 kJ/mol
E_LUMO ... 0.7 eV

The geometry in ORCA input format:
```
! wB97M-V def2-TZVPD RIJCOSX def2/J DEFGRID3
* xyz 0 1
C 4.029 1.350 -1.980
C 4.475 0.671 -0.721
C 5.736 0.094 -0.648
C 6.168 -0.544 0.501
C 5.335 -0.615 1.603
C 4.078 -0.043 1.546
C 3.640 0.606 0.398
C 2.276 1.212 0.381
S 1.095 0.121 -0.520
C -0.370 0.843 0.051
N -0.468 1.810 0.927
N -1.767 2.079 1.089
C -2.460 1.279 0.314
C -3.889 1.300 0.233
C -4.771 2.078 0.942
C -6.058 1.721 0.489
C -5.872 0.760 -0.458
O -4.564 0.496 -0.622
N -1.606 0.463 -0.392
C -1.898 -0.629 -1.291
C -2.150 -1.889 -0.528
C -3.306 -2.506 -0.148
C -2.917 -3.642 0.602
C -1.557 -3.624 0.626
O -1.085 -2.569 -0.052
H 3.087 0.929 -2.328
H 3.878 2.417 -1.808
H 4.773 1.232 -2.763
H 6.388 0.143 -1.508
H 7.152 -0.987 0.533
H 5.661 -1.114 2.503
H 3.423 -0.096 2.404
H 1.862 1.318 1.382
H 2.251 2.176 -0.125
H -4.506 2.802 1.683
H -6.993 2.123 0.820
H -6.560 0.207 -1.066
H -2.777 -0.374 -1.885
H -1.027 -0.759 -1.941
H -4.303 -2.192 -0.378
H -3.563 -4.364 1.058
H -0.838 -4.281 1.074
*
```



# 8
Computed, not measured: the molecule C19H17N3O3, with wB97M-V/def2-TZVPD.

SMILES ... COc1ccc(CNc2oc(COc3ccccc3)nc2C#N)cc1
Energy ... -1124.18087 hartree
Energy relative to the best compared isomer or geometry (same formula, charge and spin) ... 245.4 kJ/mol
E_LUMO ... 0.6 eV

The geometry in ORCA input format:
```
! wB97M-V def2-TZVPD RIJCOSX def2/J DEFGRID3
* xyz 0 1
C -4.383 -3.827 1.666
O -4.228 -3.475 0.312
C -3.941 -2.183 0.003
C -3.802 -1.900 -1.357
C -3.509 -0.621 -1.776
C -3.349 0.411 -0.855
C -2.954 1.789 -1.323
N -1.537 1.847 -1.663
C -0.587 1.896 -0.701
O 0.656 1.468 -1.003
C 1.400 1.714 0.117
C 2.842 1.354 0.132
O 2.938 -0.050 0.014
C 4.180 -0.619 0.021
C 4.204 -2.008 -0.107
C 5.405 -2.685 -0.115
C 6.600 -1.991 0.004
C 6.577 -0.616 0.131
C 5.376 0.077 0.141
N 0.729 2.253 1.068
C -0.557 2.397 0.593
C -1.586 2.961 1.349
N -2.444 3.417 1.963
C -3.488 0.126 0.494
C -3.785 -1.156 0.927
H -5.213 -3.284 2.130
H -4.603 -4.893 1.670
H -3.466 -3.646 2.236
H -3.931 -2.704 -2.064
H -3.409 -0.418 -2.833
H -3.506 2.065 -2.224
H -3.146 2.531 -0.547
H -1.270 1.281 -2.458
H 3.265 1.708 1.079
H 3.353 1.844 -0.711
H 3.264 -2.530 -0.198
H 5.411 -3.760 -0.214
H 7.540 -2.521 -0.002
H 7.501 -0.065 0.226
H 5.389 1.151 0.244
H -3.373 0.915 1.223
H -3.889 -1.336 1.985
*
```



# 9
Computed, not measured: the molecule C19H17N3OS2, with wB97M-V/def2-TZVPD.

SMILES ... COc1ccccc1-c1cc2c(N[C@H](C)c3cccs3)ncnc2s1
Energy ... -1770.00959 hartree
Energy relative to the best compared isomer or geometry (same formula, charge and spin) ... 458.8 kJ/mol
E_LUMO ... 0.2 eV

The geometry in ORCA input format:
```
! wB97M-V def2-TZVPD RIJCOSX def2/J DEFGRID3
* xyz 0 1
C -3.916 2.653 2.293
O -4.361 2.772 0.940
C -3.306 3.200 0.138
C -3.208 4.576 -0.018
C -2.337 5.198 -0.972
C -1.464 4.355 -1.686
C -1.642 2.980 -1.623
C -2.478 2.407 -0.644
C -2.226 1.044 -0.333
C -0.907 0.570 -0.217
C -0.697 -0.835 -0.251
C 0.386 -1.572 0.030
N 1.613 -0.982 0.380
C 2.675 -1.868 1.002
C 3.739 -0.898 1.506
C 3.254 -2.875 0.100
C 3.016 -2.988 -1.278
C 3.843 -4.072 -1.806
C 4.637 -4.710 -0.830
S 4.487 -3.933 0.811
N 0.199 -2.882 0.236
C -0.895 -3.495 -0.062
N -2.018 -2.815 -0.347
C -1.927 -1.451 -0.425
S -3.316 -0.312 -0.519
H -2.883 2.159 2.300
H -3.915 3.657 2.780
H -4.582 1.994 2.776
H -3.874 5.170 0.618
H -2.440 6.212 -0.956
H -0.812 4.875 -2.425
H -0.947 2.340 -2.200
H -0.119 1.302 -0.331
H 1.740 -0.015 0.389
H 2.234 -2.498 1.749
H 4.520 -0.817 0.774
H 4.262 -1.439 2.397
H 3.327 0.076 1.774
H 2.254 -2.499 -1.843
H 3.723 -4.379 -2.830
H 5.265 -5.622 -1.132
H -0.906 -4.585 -0.266
*
```



# 10
Computed, not measured: a structure of composition C19H17N5OS2Tl, with wB97M-V/def2-TZVPD.

Energy ... -2051.71746 hartree
Energy relative to the best compared isomer or geometry (same formula, charge and spin) ... 0.0 kJ/mol
E_LUMO ... -5.3 eV

The geometry in ORCA input format:
```
! wB97M-V def2-TZVPD RIJCOSX def2/J DEFGRID3
* xyz 1 1
Tl 0.831 -0.254 -0.604
S 1.109 0.186 2.068
C 1.084 1.768 1.419
N 1.079 1.970 0.121
C 1.008 3.306 -0.221
C 0.977 3.811 -1.518
C 0.881 5.178 -1.686
C 0.825 6.031 -0.583
C 0.871 5.539 0.709
C 0.955 4.165 0.883
S 1.013 3.225 2.362
H 1.040 3.131 -2.358
H 0.861 5.588 -2.686
H 0.753 7.096 -0.748
H 0.850 6.197 1.567
O 3.175 -0.644 -0.882
N 3.592 -1.443 0.023
C 4.813 -1.483 0.421
C 5.841 -0.609 -0.068
N 6.610 0.153 -0.451
C 5.121 -2.426 1.450
N 5.350 -3.189 2.277
C -0.163 -4.409 -0.020
N -1.062 -3.265 0.265
C -2.017 -3.584 1.356
C -1.770 -2.793 -0.976
C -2.391 -1.443 -0.751
C -3.773 -1.297 -0.636
C -4.329 -0.054 -0.378
C -3.515 1.058 -0.227
C -2.134 0.928 -0.358
C -1.604 -0.312 -0.624
H 0.327 -4.739 0.893
H 0.598 -4.119 -0.743
H -0.744 -5.233 -0.430
H -0.489 -2.484 0.600
H -2.685 -4.381 1.036
H -2.602 -2.701 1.601
H -1.473 -3.908 2.240
H -2.527 -3.533 -1.235
H -1.034 -2.739 -1.780
H -4.409 -2.165 -0.758
H -5.401 0.047 -0.292
H -3.939 2.031 -0.024
H -1.501 1.801 -0.254
*
```



# 11
Computed, not measured: a structure of composition C19H17N5RuS, with wB97M-V/def2-TZVPD.

Energy ... -1500.48162 hartree
Energy relative to the best compared isomer or geometry (same formula, charge and spin) ... 0.0 kJ/mol
E_LUMO (alpha / beta) ... -9.4 / -9.4 eV

The geometry in ORCA input format:
```
! wB97M-V def2-TZVPD RIJCOSX def2/J DEFGRID3
* xyz 2 1
Ru -0.942 -0.330 0.469
N -1.455 -3.733 3.095
C -1.396 -2.548 2.486
S -1.156 -2.573 0.734
N -1.587 -1.464 3.208
N -1.424 -0.344 2.430
C -2.356 0.520 2.419
C -2.086 1.788 1.654
C -2.838 2.916 1.842
C -2.459 4.067 1.154
C -1.372 4.026 0.297
C -0.701 2.834 0.113
N -1.049 1.725 0.782
H -1.385 -4.590 2.572
H -1.628 -3.776 4.087
H -3.262 0.395 3.006
H -3.677 2.910 2.525
H -3.007 4.990 1.298
H -1.048 4.909 -0.237
H 0.139 2.741 -0.563
N -1.000 -0.352 -1.652
C 0.182 -0.160 -2.476
C 0.010 0.386 -3.731
C 1.091 0.532 -4.587
C 2.351 0.121 -4.181
C 2.517 -0.426 -2.923
C 1.433 -0.580 -2.035
C 1.699 -1.053 -0.686
C 2.778 -1.915 -0.438
C 3.249 -2.074 0.842
C 2.680 -1.349 1.928
C 1.577 -0.579 1.739
C 0.977 -0.522 0.452
H -1.714 0.295 -1.986
H -1.376 -1.281 -1.847
H -0.981 0.686 -4.058
H 0.943 0.957 -5.571
H 3.203 0.240 -4.836
H 3.510 -0.692 -2.592
H 3.254 -2.427 -1.262
H 4.093 -2.725 1.027
H 3.101 -1.457 2.919
H 1.113 -0.087 2.581
*
```



Result set for strongest force on any atom: 0.03061 0.02707 0.10248 0.02729 0.01527 0.32216 0.02797 0.02971 0.09724 0.04369 0.07838 hartree/bohr, one per record in the order listed.